1.
C40H36ClCoI2N3P | ωB97M-V with the def2-TZVPD basis set

XYZ file:
```
84
C40H36ClCoI2N3P | the Open Molecules 2025 dataset | ωB97M-V with the def2-TZVPD basis set
Co 0.8738 1.2241 -1.0349
C -5.3081 -0.0499 -2.7342
C -5.3784 -0.4007 -1.2754
C -6.5977 -0.5558 -0.6258
C -6.6662 -0.8762 0.7220
C -5.5016 -1.0744 1.4481
C -4.2718 -0.9464 0.8213
C -4.2177 -0.5915 -0.5215
N -2.9601 -0.4649 -1.1882
C -1.9007 0.2640 -0.7918
N -2.0937 1.0888 0.2597
C -1.2281 2.0549 0.7870
C 0.0801 2.2229 0.3698
C 0.8810 3.2192 0.9214
C 0.3709 4.0434 1.9039
C -0.9377 3.8596 2.3420
C -1.7522 2.8826 1.8029
C -3.1665 2.7051 2.2811
N -0.7393 0.2028 -1.4285
C -0.6813 -0.7245 -2.5328
C -0.8432 -0.2296 -3.8220
C -0.7472 -1.0779 -4.9127
C -0.4898 -2.4261 -4.7070
C -0.3405 -2.9146 -3.4181
C -0.4359 -2.0826 -2.3045
C -0.3078 -2.6557 -0.9206
H -6.3008 0.1543 -3.1283
H -4.8900 -0.8679 -3.3275
H -4.6886 0.8324 -2.9038
H -7.5099 -0.4150 -1.1904
H -7.6293 -0.9816 1.2010
H -5.5474 -1.3501 2.4925
H -3.3590 -1.1545 1.3669
H -2.8538 -0.9383 -2.0749
H -3.0376 1.0976 0.6219
H 1.8958 3.3703 0.5704
H 0.9813 4.8302 2.3255
H -1.3377 4.5005 3.1163
H -3.3952 3.4246 3.0632
H -3.3351 1.7077 2.6961
H -3.8916 2.8615 1.4776
H -1.0422 0.8256 -3.9622
H -0.8734 -0.6893 -5.9135
H -0.4128 -3.0988 -5.5501
H -0.1491 -3.9694 -3.2644
H 0.2773 -3.5742 -0.9376
H -1.2885 -2.9002 -0.5048
H 0.1726 -1.9614 -0.2301
Cl 2.3377 0.0615 -2.6004
C 2.8158 -1.3845 -1.7038
C 3.1843 -2.4994 -2.4241
C 3.5642 -3.6322 -1.7137
C 3.5650 -3.6250 -0.3263
C 3.1904 -2.4847 0.3691
C 2.8125 -1.3336 -0.3179
P 2.2975 0.1915 0.5154
C 1.7104 -0.2816 2.1430
C 0.3470 -0.4950 2.3400
C -0.1122 -0.9442 3.5676
C 0.7850 -1.1810 4.5993
C 2.1449 -0.9808 4.4047
C 2.6126 -0.5355 3.1791
C 3.8123 1.1720 0.7295
C 4.8809 1.0317 -0.1663
C 6.0483 1.7706 0.0184
C 6.1484 2.6589 1.0787
C 5.0823 2.8144 1.9547
C 3.9192 2.0758 1.7851
H 3.1640 -2.4911 -3.5044
H 3.8557 -4.5228 -2.2530
H 3.8542 -4.5121 0.2190
H 3.1799 -2.4939 1.4513
H -0.3537 -0.3157 1.5370
H -1.1702 -1.1086 3.7221
H 0.4252 -1.5257 5.5591
H 2.8421 -1.1720 5.2087
H 3.6744 -0.3827 3.0347
H 4.8380 0.3038 -0.9670
H 6.8787 1.6343 -0.6605
H 7.0572 3.2258 1.2260
H 5.1615 3.5021 2.7856
H 3.1057 2.1922 2.4901
I 0.9296 3.2493 -2.8079
I 3.9855 3.6173 -1.8581
```

Calculated values
Energy relative to the best compared isomer or geometry (same formula, charge and spin): 2.8 kcal per mole
Calculated total energy: -4489.35237 hartree
2S+1: 5
Total charge: +2
Kohn-Sham gap (spin up / spin down): 6.706 / 4.673 eV

---

2.
C40H36ClCoN3Si2 | ωB97M-V with the def2-TZVPD basis set

XYZ file:
```
83
C40H36ClCoN3Si2 | the Open Molecules 2025 dataset | ωB97M-V with the def2-TZVPD basis set
C -2.3770 -0.0865 0.9220
C -2.5938 0.2327 -0.4596
C -1.9070 -0.7353 -1.2483
H -3.2132 1.0422 -0.8401
C -1.2893 -1.6735 -0.3684
C -1.5826 -1.2729 0.9752
H -1.2746 -1.8116 1.8721
H -2.7580 0.4554 1.7890
H -1.9353 -0.8164 -2.3325
H -0.7728 -2.5710 -0.6966
Co -0.6767 0.1871 0.0342
Si -0.6285 0.4292 -6.5199
C -0.0111 1.7194 -7.7153
C 1.3199 1.7015 -8.1527
H 1.9257 0.7986 -8.0212
C 1.8820 2.8518 -8.7140
H 2.9405 2.8576 -8.9789
C 1.1056 3.9982 -8.9081
H 1.5493 4.9039 -9.3341
C -0.2539 3.9417 -8.5830
H -0.8735 4.8160 -8.7532
C -0.8316 2.8076 -8.0013
H -1.8922 2.7657 -7.7372
C 0.2103 -1.0219 -7.5586
C -0.2374 -1.2557 -8.8751
H -1.0580 -0.6554 -9.2844
C 0.3815 -2.2214 -9.7000
H 0.0800 -2.3188 -10.7462
C 1.4007 -3.0574 -9.2275
H 1.8740 -3.8168 -9.8654
C 1.8603 -2.8261 -7.9301
H 2.6928 -3.4248 -7.5285
C 1.3053 -1.7935 -7.1628
H 1.7941 -1.6195 -6.2093
H -2.1314 0.2710 -6.6053
Si 2.0196 0.0807 -4.1187
C 1.0107 -1.5550 -4.0970
C -0.3647 -1.7101 -4.3651
H -1.0639 -0.8703 -4.4366
C -0.9944 -2.9511 -4.4580
H -2.0404 -2.9813 -4.7681
C -0.3095 -4.0819 -4.0182
H -0.8360 -5.0321 -3.9668
C 1.0208 -3.9486 -3.5981
H 1.5404 -4.7975 -3.1655
C 1.7030 -2.7325 -3.7447
H 2.8072 -2.6619 -3.6034
C 0.6337 1.3576 -4.8092
C -0.6600 1.4179 -4.1316
H -1.0693 0.5193 -3.6515
C -1.3727 2.5871 -3.9053
H -2.3719 2.5273 -3.4490
C -0.8066 3.8227 -4.2006
H -1.3747 4.7329 -4.0209
C 0.5205 3.8485 -4.6399
H 1.0012 4.8194 -4.7532
C 1.2398 2.6820 -4.8925
H 2.3103 2.7590 -5.1441
H 3.4990 0.1672 -4.1191
Cl 1.6936 0.4231 -2.0612
C 3.1377 -3.1225 2.7333
C 3.2784 -1.8044 3.2096
C 2.5452 -0.7735 2.6240
C 1.7231 -1.0254 1.5031
C 1.6634 -2.3320 0.9839
C 2.2821 -3.3909 1.6537
N 1.0652 0.0746 0.8978
N 1.8172 1.1882 0.9980
C 1.1835 2.2623 0.4406
C 1.8089 3.5219 0.3471
C 1.2606 4.4790 -0.4936
C -0.0565 4.2555 -0.9380
C -0.7343 3.0883 -0.6245
N -0.0890 2.0319 -0.0385
H 3.7422 -3.9253 3.1824
H 3.9769 -1.5716 4.0061
H 2.5864 0.2675 2.9823
H 1.1132 -2.5014 0.0493
H 2.1220 -4.4187 1.3197
H 2.7037 3.6387 0.9415
H 1.8176 5.3713 -0.8129
H -0.5523 5.0111 -1.5374
H -1.7876 2.9174 -0.8344
```

Calculated values
Energy relative to the best compared isomer or geometry (same formula, charge and spin): 63.7 kcal per mole
Calculated total energy: -4131.64454 hartree
2S+1: 5
Total charge: +1
Kohn-Sham gap (spin up / spin down): 3.533 / 5.531 eV

---

3.
C40H36ClN3Si2Sr | ωB97M-V with the def2-TZVPD basis set

XYZ file:
```
83
C40H36ClN3Si2Sr | the Open Molecules 2025 dataset | ωB97M-V with the def2-TZVPD basis set
C 3.6305 1.3297 2.8998
C 3.5738 0.0079 2.3741
C 3.8741 0.0738 0.9810
H 3.3982 -0.8893 2.9644
C 4.0676 1.4568 0.6400
C 3.9188 2.2226 1.8315
H 4.0551 3.2969 1.9301
H 3.5884 1.5928 3.9519
H 4.0143 -0.7735 0.3119
H 4.3498 1.8498 -0.3369
Sr 1.1417 0.9826 0.4733
Si 0.6287 -1.2508 -2.9576
C -0.7894 -2.5742 -2.8353
C -2.1960 -2.1634 -3.1159
H -2.3170 -1.4457 -3.9351
C -3.2143 -3.1930 -3.0429
H -4.2577 -2.8842 -3.1754
C -2.8565 -4.5213 -2.8639
H -3.6228 -5.2987 -2.9190
C -1.5374 -4.8678 -2.5947
H -1.2622 -5.9154 -2.4433
C -0.5245 -3.8887 -2.5662
H 0.5082 -4.2085 -2.3683
C 0.2037 -0.7735 -4.7529
C -0.1373 -1.8064 -5.6508
H 0.0229 -2.8516 -5.3663
C -0.7226 -1.5276 -6.8900
H -1.0079 -2.3507 -7.5458
C -0.9446 -0.2028 -7.2804
H -1.3997 0.0207 -8.2452
C -0.5568 0.8285 -6.4239
H -0.7366 1.8724 -6.6936
C 0.0759 0.5401 -5.2094
H 0.4397 1.3795 -4.6201
H 1.9224 -1.9560 -2.8036
Si -2.9014 -1.2583 -1.4536
C -1.5357 0.0273 -1.5238
C -0.1232 -0.3852 -1.4818
H 0.1940 -1.1172 -0.7121
C 0.8997 0.4744 -2.1009
H 1.9865 0.3489 -1.9000
C 0.4914 1.8308 -2.3974
H 1.2542 2.5274 -2.7468
C -0.8375 2.2143 -2.3134
H -1.1193 3.2432 -2.5381
C -1.8347 1.3133 -1.9009
H -2.8848 1.6275 -1.9278
C -2.4996 -2.4263 -0.0446
C -1.3781 -2.2007 0.7468
H -0.9323 -1.1987 0.7875
C -0.8049 -3.2054 1.5274
H 0.1294 -3.0095 2.0564
C -1.4590 -4.4237 1.6573
H -1.0457 -5.2081 2.2884
C -2.6830 -4.6163 1.0030
H -3.2294 -5.5473 1.1402
C -3.2084 -3.6216 0.1783
H -4.1581 -3.7911 -0.3393
H -4.1922 -0.7453 -1.3469
Cl 0.3419 3.4955 0.5425
C 2.8533 6.5108 4.7322
C 2.4298 5.6377 5.7456
C 1.8463 4.4164 5.4173
C 1.7055 4.0534 4.0632
C 2.0970 4.9552 3.0526
C 2.6846 6.1650 3.3828
N 1.2338 2.7927 3.6681
N 1.0283 1.9705 4.6351
C 0.0964 0.9682 4.3770
C -0.3739 0.2455 5.4980
C -1.4299 -0.6371 5.3216
C -1.9913 -0.7434 4.0462
C -1.4512 0.0142 3.0016
N -0.3382 0.7593 3.1098
H 3.3096 7.4672 4.9928
H 2.5497 5.9028 6.7974
H 1.5076 3.7032 6.1681
H 1.9008 4.6573 2.0227
H 3.0082 6.8417 2.5910
H 0.1188 0.4604 6.4425
H -1.8156 -1.2247 6.1553
H -2.8308 -1.4028 3.8358
H -1.9386 0.0273 2.0215
```

Calculated values
Energy relative to the best compared isomer or geometry (same formula, charge and spin): 134.6 kcal per mole
Calculated total energy: -2779.84192 hartree
Total charge: 0
Kohn-Sham gap (spin up / spin down): 5.275 / 5.951 eV

---

4.
C40H36F6LiN3O2Sb3 | ωB97M-V with the def2-TZVPD basis set

XYZ file:
```
91
C40H36F6LiN3O2Sb3 | the Open Molecules 2025 dataset | ωB97M-V with the def2-TZVPD basis set
Li 0.0686 1.1719 1.8095
O -4.0658 3.3437 -0.7784
C -3.6556 2.3658 -1.5940
C -4.2292 2.2925 -2.8658
C -3.8792 1.2842 -3.7401
C -2.9383 0.3218 -3.3740
C -2.3404 0.4105 -2.1331
C -2.6769 1.4187 -1.2271
C -1.9656 1.4752 0.0689
O -0.9732 0.6873 0.2769
N -2.3658 2.3880 0.9408
N -1.6840 2.2588 2.1181
C -1.8339 3.1434 3.0137
C -1.2303 2.9242 4.3467
C -1.3555 3.8847 5.3401
C -0.8593 3.6115 6.6055
C -0.2624 2.3875 6.8366
C -0.1570 1.4974 5.7738
N -0.6180 1.7510 4.5575
H -3.5587 3.2448 0.0742
H -4.9533 3.0474 -3.1456
H -4.3543 1.2311 -4.7124
H -2.6817 -0.4783 -4.0573
H -1.6064 -0.3219 -1.8180
H -2.4444 4.0317 2.8501
H -1.8356 4.8305 5.1164
H -0.9458 4.3434 7.3987
H 0.1204 2.1274 7.8141
H 0.3223 0.5340 5.9070
C 2.3046 -2.9246 -0.0225
C 3.0516 -2.2261 -1.1640
C 3.3435 -0.7530 -0.8528
Sb 1.4959 0.3228 -1.2327
C 1.4765 2.4797 -1.4716
C 2.0545 3.0915 -2.5800
C 1.8962 4.4573 -2.7761
C 1.1466 5.2161 -1.8895
C 0.5578 4.6057 -0.7927
C 0.7193 3.2419 -0.5892
C 1.6936 -0.0375 -3.3495
C 0.6282 -0.4638 -4.1386
C 0.7500 -0.5201 -5.5219
C 1.9384 -0.1487 -6.1321
C 3.0231 0.2340 -5.3526
C 2.9023 0.2855 -3.9702
Sb 0.3656 -2.0914 0.3983
C -0.8784 -3.3079 -0.8471
C -2.2406 -3.0003 -0.8372
C -3.1527 -3.8219 -1.4869
C -2.7073 -4.9527 -2.1582
C -1.3511 -5.2531 -2.1872
C -0.4383 -4.4324 -1.5365
C 0.0468 -3.2921 2.1687
C -1.2565 -3.6432 2.5137
C -1.4887 -4.4707 3.6034
C -0.4223 -4.9450 4.3564
C 0.8743 -4.5684 4.0351
C 1.1104 -3.7331 2.9487
H 2.8901 -2.8135 0.8929
H 2.1874 -3.9928 -0.2101
H 2.4846 -2.3080 -2.0978
H 4.0001 -2.7436 -1.3275
H 4.1212 -0.3512 -1.5005
H 3.6661 -0.6265 0.1792
H 2.6211 2.5234 -3.3004
H 2.3629 4.9281 -3.6328
H 1.0168 6.2776 -2.0586
H -0.0352 5.1762 -0.0893
H 0.2372 2.7980 0.2642
H -0.3058 -0.7567 -3.6745
H -0.0941 -0.8383 -6.1215
H 2.0221 -0.1556 -7.2116
H 3.9599 0.5127 -5.8193
H 3.7616 0.5816 -3.3793
H -2.5910 -2.1093 -0.3245
H -4.2075 -3.5771 -1.4686
H -3.4164 -5.6020 -2.6561
H -1.0044 -6.1367 -2.7085
H 0.6154 -4.6832 -1.5752
H -2.0933 -3.2754 1.9314
H -2.5037 -4.7431 3.8653
H -0.6033 -5.6017 5.1982
H 1.7076 -4.9216 4.6299
H 2.1254 -3.4281 2.7285
F 1.3255 -0.0018 2.4209
Sb 2.7163 1.3342 2.7381
F 3.0752 1.6160 0.9015
F 3.9300 -0.0992 2.7323
F 2.4549 1.1641 4.5837
F 3.8572 2.7774 3.0856
F 1.2321 2.5197 2.4666
```

Calculated values
Energy relative to the best compared isomer or geometry (same formula, charge and spin): 2.8 kcal per mole
Calculated total energy: -3188.20163 hartree
2S+1: 2
Total charge: 0
Kohn-Sham gap (spin up / spin down): 7.736 / 5.506 eV